ORCA calculation (ωB97M-V/def2-TZVPD) on a 12-piece molecular cluster, C62H128O10 overall.

Each atom is followed by the atoms it is bonded to, with distances in Å.
Element x y z (Å)
1 C -4.7434 -3.3613 4.1134  C2 1.514, H7 1.076, H8 1.130, H9 1.099
2 C -3.7741 -2.2259 4.3629  C1 1.514, C3 1.506, H10 1.089, H11 1.102
3 C -4.1946 -0.8827 3.8272  C2 1.506, C4 1.553, H12 1.109, H13 1.094
4 C -3.1892 0.2694 4.0981  C3 1.553, C5 1.518, H14 1.091, H15 1.103
5 C -3.7322 1.6337 3.7118  C4 1.518, C6 1.515, H16 1.107, H17 1.110
6 C -2.5946 2.6306 3.8003  C5 1.515, H18 1.117, H19 1.120, H20 1.107
7 H -5.6804 -3.2300 4.6261  C1 1.076
8 H -4.2978 -4.3445 4.4484  C1 1.130
9 H -4.9199 -3.4968 3.0370  C1 1.099
10 H -3.5309 -2.2539 5.4238  C2 1.089
11 H -2.8693 -2.5062 3.7995  C2 1.102
12 H -5.1965 -0.6001 4.2097  C3 1.109
13 H -4.2411 -0.9416 2.7357  C3 1.094
14 H -2.9395 0.2704 5.1599  C4 1.091
15 H -2.3221 0.0330 3.4588  C4 1.103
16 H -4.1582 1.6525 2.6903  C5 1.107
17 H -4.5874 1.8900 4.3710  C5 1.110
18 H -1.6922 2.3233 3.2187  C6 1.117
19 H -2.9656 3.6483 3.5168  C6 1.120
20 H -2.2296 2.7433 4.8397  C6 1.107
21 C 4.0205 3.6882 5.8946  C22 1.542, H27 1.095, H28 1.074, H29 1.132
22 C 3.3025 2.3387 5.6947  C21 1.542, C23 1.527, H30 1.085, H31 1.099
23 C 1.8729 2.4748 5.1765  C22 1.527, C24 1.558, H32 1.076, H33 1.051
24 C 1.2335 1.0774 4.9195  C23 1.558, C25 1.511, H34 1.074, H35 1.092
25 C 1.0668 0.1301 6.0849  C24 1.511, C26 1.564, H36 1.103, H37 1.120
26 C 0.5048 0.8271 7.3676  C25 1.564, H38 1.061, H39 1.090, H40 1.117
27 H 3.6510 4.2555 6.7558  C21 1.095
28 H 4.0648 4.4006 5.0925  C21 1.074
29 H 5.0927 3.5267 6.2208  C21 1.132
30 H 3.8050 1.7558 4.9293  C22 1.085
31 H 3.2525 1.8892 6.6963  C22 1.099
32 H 1.8494 3.0623 4.2750  C23 1.076
33 H 1.2159 3.0358 5.7753  C23 1.051
34 H 0.3108 1.1480 4.3742  C24 1.074
35 H 1.9080 0.5823 4.2183  C24 1.092
36 H 0.5778 -0.7992 5.7475  C25 1.103
37 H 2.0868 -0.2179 6.3910  C25 1.120
38 H -0.4018 1.3299 7.1432  C26 1.061
39 H 0.3403 0.1016 8.1642  C26 1.090
40 H 1.2180 1.5875 7.7697  C26 1.117
41 C 2.5734 -4.5332 3.3388  C42 1.558, H47 1.112, H48 1.094, H49 1.101
42 C 2.0863 -5.9411 2.8818  C41 1.558, C43 1.550, H50 1.076, H51 1.098
43 C 0.6038 -5.7945 2.4543  C42 1.550, C44 1.558, H52 1.098, H53 1.115
44 C -0.1475 -6.1331 3.7763  C43 1.558, C45 1.559, H54 1.167, H55 1.067
45 C -1.6950 -5.9555 3.8364  C44 1.559, C46 1.528, H56 1.080, H57 1.089
46 C -2.4236 -6.8956 2.8777  C45 1.528, H58 1.132, H59 1.111, H60 1.120
47 H 2.5389 -4.0214 2.3517  C41 1.112
48 H 3.6163 -4.5772 3.6667  C41 1.094
49 H 1.9905 -4.0731 4.1513  C41 1.101
50 H 2.7545 -6.2467 2.0953  C42 1.076
51 H 2.2023 -6.6812 3.6849  C42 1.098
52 H 0.2956 -6.4582 1.6355  C43 1.098
53 H 0.3757 -4.7232 2.2452  C43 1.115
54 H 0.1710 -7.2211 4.0515  C44 1.167
55 H 0.2813 -5.5687 4.5736  C44 1.067
56 H -2.0266 -6.1612 4.8434  C45 1.080
57 H -1.9469 -4.9479 3.5079  C45 1.089
58 H -2.1560 -6.6867 1.7977  C46 1.132
59 H -2.1957 -7.9796 2.9663  C46 1.111
60 H -3.5374 -6.9772 2.9578  C46 1.120
61 C 5.0672 -3.9102 -5.1406  C62 1.528, H67 1.068, H68 1.062, H69 1.078
62 C 3.5426 -3.9961 -5.1981  C61 1.528, C63 1.530, H70 1.086, H71 1.093
63 C 3.0600 -5.2087 -4.3996  C62 1.530, C64 1.546, H72 1.110, H73 1.107
64 C 2.9632 -4.9529 -2.8780  C63 1.546, C65 1.485, H74 1.078, H75 1.084
65 C 2.5523 -6.1622 -2.1213  C64 1.485, C66 1.509, H76 1.122, H77 1.077
66 C 2.7004 -6.1044 -0.6212  C65 1.509, H78 1.073, H79 1.060, H80 1.114
67 H 5.5281 -4.8450 -5.3752  C61 1.068
68 H 5.3938 -3.5769 -4.1867  C61 1.062
69 H 5.5226 -3.1991 -5.8114  C61 1.078
70 H 3.1223 -3.0571 -4.8490  C62 1.086
71 H 3.2751 -3.9461 -6.2569  C62 1.093
72 H 3.7807 -6.0487 -4.4840  C63 1.110
73 H 2.0757 -5.6180 -4.6966  C63 1.107
74 H 3.9053 -4.5233 -2.5774  C64 1.078
75 H 2.2319 -4.1752 -2.6871  C64 1.084
76 H 1.4782 -6.3254 -2.4005  C65 1.122
77 H 3.0010 -7.0645 -2.5007  C65 1.077
78 H 2.1820 -5.2732 -0.1824  C66 1.073
79 H 2.3522 -6.9882 -0.1499  C66 1.060
80 H 3.7482 -5.8836 -0.3156  C66 1.114
81 C -3.2633 4.0101 -1.0747  C82 1.505, H87 1.089, H88 1.103, H89 1.114
82 C -4.2316 3.7641 0.0504  C81 1.505, C83 1.484, H90 1.065, H91 1.076
83 C -5.4588 3.0409 -0.3644  C82 1.484, C84 1.506, H92 1.081, H93 1.132
84 C -6.3122 2.4276 0.7147  C83 1.506, C85 1.552, H94 1.107, H95 1.122
85 C -6.9394 3.4475 1.7028  C84 1.552, C86 1.498, H96 1.061, H97 1.155
86 C -7.7566 2.7550 2.7505  C85 1.498, H98 1.093, H99 1.131, H100 1.109
87 H -2.5961 4.8350 -0.8309  C81 1.089
88 H -3.8528 4.2351 -1.9798  C81 1.103
89 H -2.6300 3.1084 -1.2420  C81 1.114
90 H -3.7585 3.3577 0.9138  C82 1.065
91 H -4.4355 4.7400 0.4560  C82 1.076
92 H -5.1701 2.1820 -0.9538  C83 1.081
93 H -6.0147 3.6396 -1.1485  C83 1.132
94 H -7.1290 1.8676 0.2208  C84 1.107
95 H -5.6891 1.6905 1.2868  C84 1.122
96 H -6.2091 4.0994 2.1110  C85 1.061
97 H -7.6992 4.1054 1.1338  C85 1.155
98 H -8.2037 3.4826 3.4332  C86 1.093
99 H -8.5812 2.1622 2.2531  C86 1.131
100 H -7.1227 2.1158 3.3987  C86 1.109
101 C 5.8043 2.3652 2.4391  C102 1.519, H107 1.068, H108 1.083, H109 1.087
102 C 4.4351 2.8701 2.0158  C101 1.519, C103 1.517, H110 1.085, H111 1.102
103 C 4.3685 3.5769 0.6755  C102 1.517, C104 1.600, H112 1.146, H113 1.061
104 C 2.8837 3.6591 0.0863  C103 1.600, C105 1.581, H114 1.081, H115 1.092
105 C 1.9968 4.5112 1.0800  C104 1.581, C106 1.519, H116 1.067, H117 1.167
106 C 0.6463 4.7835 0.4394  C105 1.519, H118 1.058, H119 1.085, H120 1.126
107 H 6.1799 1.6067 1.7885  C101 1.068
108 H 5.7697 1.9121 3.4218  C101 1.083
109 H 6.5721 3.1344 2.4708  C101 1.087
110 H 3.7366 2.0422 2.0746  C102 1.085
111 H 4.0815 3.5978 2.7647  C102 1.102
112 H 4.9779 2.9630 -0.0761  C103 1.146
113 H 4.7809 4.5530 0.7175  C103 1.061
114 H 2.7818 4.1352 -0.8792  C104 1.081
115 H 2.5191 2.6363 -0.0280  C104 1.092
116 H 1.9027 4.0548 2.0393  C105 1.067
117 H 2.6109 5.4877 1.2566  C105 1.167
118 H 0.1852 3.8318 0.4188  C106 1.058
119 H 0.0236 5.4405 1.0383  C106 1.085
120 H 0.8305 5.2909 -0.5490  C106 1.126
121 C 5.5340 4.8081 -4.1386  C122 1.538, H127 1.119, H128 1.093, H129 1.092
122 C 4.7279 6.0241 -4.6239  C121 1.538, C123 1.513, H130 1.097, H131 1.091
123 C 3.5748 5.6473 -5.5282  C122 1.513, C124 1.471, H132 1.102, H133 1.077
124 C 2.5503 4.7349 -4.9971  C123 1.471, C125 1.539, H134 1.141, H135 1.102
125 C 1.6190 4.2131 -6.1061  C124 1.539, C126 1.552, H136 1.116, H137 1.068
126 C 2.2466 3.1085 -6.9971  C125 1.552, H138 1.074, H139 1.109, H140 1.093
127 H 4.8771 4.2929 -3.3942  C121 1.119
128 H 6.4032 5.0562 -3.5251  C121 1.093
129 H 5.9395 4.2178 -4.9625  C121 1.092
130 H 4.3710 6.5623 -3.7375  C122 1.097
131 H 5.3852 6.6786 -5.1974  C122 1.091
132 H 4.0140 5.2091 -6.4387  C123 1.102
133 H 3.1404 6.6102 -5.7404  C123 1.077
134 H 2.9863 3.8076 -4.4956  C124 1.141
135 H 1.9760 5.2716 -4.2244  C124 1.102
136 H 0.6401 3.8367 -5.7241  C125 1.116
137 H 1.3965 5.0967 -6.6637  C125 1.068
138 H 2.3631 2.1841 -6.4634  C126 1.074
139 H 1.6597 2.8979 -7.9147  C126 1.109
140 H 3.1860 3.4653 -7.4268  C126 1.093
141 O 3.8305 0.1044 -0.3342  C142 1.211
142 C 3.3376 0.0203 -1.4377  O141 1.211, O143 1.367, C146 1.538
143 O 2.4977 0.9977 -1.8945  C142 1.367, C144 1.454
144 C 2.0166 0.6496 -3.2218  O143 1.454, C145 1.513, H147 1.090, H148 1.071
145 C 2.8855 -0.4705 -3.7511  C144 1.513, C146 1.522, H149 1.043, H150 1.098
146 C 3.4961 -1.0824 -2.4982  C142 1.538, C145 1.522, H151 1.084, H152 1.111
147 H 2.0850 1.5403 -3.8470  C144 1.090
148 H 0.9813 0.4025 -3.1002  C144 1.071
149 H 3.7151 -0.1062 -4.2683  C145 1.043
150 H 2.3075 -1.1505 -4.3904  C145 1.098
151 H 4.4884 -1.5048 -2.6102  C146 1.084
152 H 2.9583 -1.9421 -2.0446  C146 1.111
153 O -2.2252 -4.7828 -2.4291  C154 1.220
154 C -1.6402 -3.8852 -3.0119  O153 1.220, O155 1.381, C158 1.478
155 O -0.4566 -4.0626 -3.7014  C154 1.381, C156 1.422
156 C -0.1234 -2.8571 -4.3776  O155 1.422, C157 1.503, H159 1.104, H160 1.089
157 C -1.2645 -1.8886 -4.2363  C156 1.503, C158 1.525, H161 1.092, H162 1.077
158 C -2.0557 -2.4674 -3.0677  C154 1.478, C157 1.525, H163 1.096, H164 1.056
159 H 0.2039 -3.2246 -5.3656  C156 1.104
160 H 0.7913 -2.5946 -3.8473  C156 1.089
161 H -1.8953 -1.9976 -5.1212  C157 1.092
162 H -0.9447 -0.8639 -4.1538  C157 1.077
163 H -3.1238 -2.4518 -3.3144  C158 1.096
164 H -1.9369 -2.0096 -2.1232  C158 1.056
165 O 0.3967 -2.0010 -1.0334  C166 1.201
166 C 0.2767 -1.0203 -0.3502  O165 1.201, O167 1.339, C170 1.509
167 O -0.2813 0.0731 -0.8857  C166 1.339, C168 1.433
168 C -0.4380 1.0937 0.1075  O167 1.433, C169 1.525, H171 1.135, H172 1.052
169 C 0.4903 0.7296 1.2612  C168 1.525, C170 1.552, H173 1.071, H174 1.104
170 C 0.7166 -0.7943 1.0750  C166 1.509, C169 1.552, H175 1.083, H176 1.091
171 H -1.5562 1.1206 0.2997  C168 1.135
172 H -0.2465 2.0271 -0.3384  C168 1.052
173 H 0.0912 1.0286 2.2090  C169 1.071
174 H 1.4289 1.3008 1.1508  C169 1.104
175 H 0.1558 -1.4750 1.7032  C170 1.083
176 H 1.7732 -1.0652 1.1007  C170 1.091
177 O -0.5161 2.0209 -4.0617  C178 1.193
178 C -1.6976 1.9295 -4.1955  O177 1.193, O179 1.344, C182 1.560
179 O -2.4332 1.2078 -3.3324  C178 1.344, C180 1.463
180 C -3.8567 1.1595 -3.6671  O179 1.463, C181 1.535, H183 1.104, H184 1.099
181 C -4.0883 2.2903 -4.6797  C180 1.535, C182 1.582, H185 1.104, H186 1.108
182 C -2.6437 2.5473 -5.2715  C178 1.560, C181 1.582, H187 1.133, H188 1.105
183 H -4.3347 1.2668 -2.6783  C180 1.104
184 H -3.9833 0.1547 -4.0936  C180 1.099
185 H -4.3662 3.1145 -4.0002  C181 1.104
186 H -4.8656 2.0723 -5.4390  C181 1.108
187 H -2.5255 3.6678 -5.3907  C182 1.133
188 H -2.5236 2.1143 -6.2807  C182 1.105
189 O -3.8346 0.0599 0.2425  C190 1.229
190 C -3.7364 -1.1635 0.3116  O189 1.229, O191 1.326, C194 1.560
191 O -2.7082 -1.7729 0.8858  C190 1.326, C192 1.442
192 C -2.7966 -3.2046 0.7396  O191 1.442, C193 1.549, H195 1.075, H196 1.103
193 C -4.0190 -3.5569 -0.1436  C192 1.549, C194 1.510, H197 1.095, H198 1.084
194 C -4.7290 -2.2284 -0.2486  C190 1.560, C193 1.510, H199 1.143, H200 1.086
195 H -2.8442 -3.6246 1.7275  C192 1.075
196 H -1.8354 -3.5188 0.2996  C192 1.103
197 H -4.5996 -4.3780 0.2889  C193 1.095
198 H -3.6693 -3.8472 -1.1272  C193 1.084
199 H -5.6370 -2.1130 0.4360  C194 1.143
200 H -5.0737 -1.8404 -1.2021  C194 1.086

Computed properties:
net charge: 0
multiplicity: 1
LUMO energy: 0.384 eV
SMILES string: O=C1CCCO1.O=C1CCCO1.O=C1CCCO1.O=C1CCCO1.O=C1CCCO1.CCCCCC.CCCCCC.CCCCCC.CCCCCC.CCCCCC.CCCCCC.CCCCCC
molar mass: 1033.70 g mol⁻¹
E_tot: -3191.5174 hartree
HOMO: -10.1 eV
Kohn-Sham gap: 10.46 eV

Atomic partial charges in e from the Löwdin method, atoms 1 to 2:
1. C -0.1121
2. C -0.2812